C61H143F3N8O14S | wB97M-V/def2-TZVPD

```
230
Properties=species:S:1:pos:R:3:forces:R:3
O -0.0148 -0.5368 0.1708 -1.4 0.4 -0.2
C -0.8029 0.5485 0.7309 -0.8 -0.7 -2.1
O -1.9049 0.7545 0.1394 1.9 -0.5 1.1
O -0.2256 1.1114 1.6579 0.1 0.6 0.8
H 0.8462 -0.6096 0.6393 0.0 0.3 0.0
C -0.8206 6.3452 -2.7457 -0.2 0.6 0.3
O -1.8954 5.9494 -3.6051 1.1 0.5 0.6
C -2.3291 4.6666 -3.3475 0.4 -0.3 0.5
C -3.2846 4.4053 -4.4562 -0.7 -0.8 0.5
N -2.6385 4.6112 -5.7618 -0.9 -0.8 -0.4
H -2.1924 5.5192 -5.8217 0.5 0.4 0.1
H -1.9566 3.9039 -6.0218 0.5 0.0 0.4
C -3.6339 4.5745 -6.8615 -1.6 -0.3 -0.6
C -2.8623 4.5989 -8.1671 0.3 0.2 0.4
O -1.9877 5.6711 -7.9501 0.9 -0.1 -0.4
C -2.2063 6.8590 -8.6928 0.2 0.5 -0.1
H 0.0124 5.6286 -2.6618 -0.3 0.0 -0.4
H -1.1856 6.5477 -1.7402 -0.2 -0.2 0.2
H -0.4820 7.2996 -3.1111 0.4 0.2 -0.3
H -2.8454 4.5588 -2.3648 0.3 0.1 -0.4
H -1.4471 3.9857 -3.3675 -0.5 0.0 0.1
H -4.0879 5.1362 -4.3828 -0.1 0.0 -0.1
H -3.7331 3.4033 -4.3697 0.2 0.3 -0.4
H -4.2979 5.4283 -6.6813 0.3 0.1 -0.5
H -4.2749 3.7002 -6.7591 0.2 -0.3 0.1
H -3.4414 4.6136 -9.0959 -0.3 0.5 0.3
H -2.2464 3.7010 -8.2735 0.0 -0.2 0.2
H -1.2974 7.4472 -8.6053 0.0 0.0 0.0
H -3.0245 7.4218 -8.2456 -0.2 0.1 -0.3
H -2.3537 6.6429 -9.7473 -0.2 0.0 -0.1
C 6.1375 1.1705 4.8782 0.5 -0.5 0.4
O 4.9107 0.7218 4.2775 0.2 0.4 0.4
C 3.7737 1.3569 4.8799 0.7 0.4 -0.5
C 2.6301 0.9018 3.9976 0.0 -0.1 1.1
N 2.6215 1.6181 2.6937 0.1 -2.8 -0.9
H 1.6988 1.4232 2.3351 -0.7 0.5 -0.5
H 2.7883 2.6462 2.7834 -0.3 0.8 0.2
C 3.6160 1.0382 1.6628 -0.7 1.4 1.2
C 3.6408 -0.4429 1.5187 -0.6 -0.5 -0.1
O 2.3724 -1.0047 0.9897 1.6 -0.8 -0.1
C 2.7033 -2.2215 0.2397 -0.1 1.1 0.0
H 6.2792 2.2533 4.8137 -0.1 -0.1 -0.2
H 6.9899 0.6400 4.4221 -0.6 0.3 -0.1
H 6.1577 0.8847 5.9352 -0.1 0.1 0.0
H 3.8658 2.4416 4.7580 0.1 0.1 0.3
H 3.7349 1.1363 5.9649 -0.4 -0.1 -0.6
H 1.6329 0.9663 4.4266 0.0 0.5 0.2
H 2.7837 -0.1552 3.8462 -0.1 -0.3 -0.3
H 4.5131 1.3738 2.1672 0.8 -0.3 -0.7
H 3.4225 1.5684 0.7326 0.1 0.0 0.0
H 3.8278 -0.8956 2.4902 0.1 -0.2 -0.1
H 4.4880 -0.7008 0.8549 -0.5 0.1 0.1
H 3.4667 -2.7613 0.7946 0.0 -0.2 -0.1
H 3.0843 -1.9086 -0.7382 0.2 -0.2 0.1
H 1.8351 -2.8596 0.0479 -0.1 0.4 0.4
C 1.4741 -4.3724 -2.6698 0.5 -0.4 0.0
O 1.0001 -3.0706 -2.9855 0.9 -0.9 -0.2
C -0.3411 -2.9348 -2.6478 -0.1 -2.0 1.1
C -0.7504 -1.6571 -3.1652 -2.0 1.2 -1.2
N 0.0533 -0.6043 -2.6157 0.6 1.3 0.6
H -0.0201 -0.5264 -1.5325 0.3 -0.4 -1.0
H 1.0247 -0.7574 -2.8941 0.1 0.2 0.4
C -0.4241 0.6940 -3.1616 -1.0 0.0 1.3
C 0.3266 1.7673 -2.4545 1.2 0.2 -0.4
O 1.6951 1.3721 -2.6101 0.0 1.3 0.1
C 2.4397 2.5557 -2.2759 0.5 0.0 0.1
H 0.8507 -5.1522 -3.1266 0.1 0.2 0.0
H 1.5181 -4.5721 -1.5812 -0.2 0.3 -0.2
H 2.4936 -4.4797 -3.0473 -0.2 0.1 -0.1
H -0.3907 -2.9386 -1.5581 -0.3 0.0 0.5
H -0.9716 -3.7819 -2.9776 0.3 0.4 -0.3
H -1.7706 -1.3388 -2.9659 -0.3 -0.7 0.3
H -0.6813 -1.5783 -4.2435 0.3 -0.3 -0.3
H -1.4646 0.7152 -2.8401 -0.2 0.2 -0.2
H -0.3749 0.7314 -4.2466 0.4 -0.1 0.0
H 0.1676 1.8918 -1.3733 -0.6 -0.3 -0.2
H 0.1335 2.7476 -2.9294 0.2 -0.4 0.1
H 3.5107 2.3996 -2.3182 0.1 -0.5 -0.1
H 2.2107 2.8795 -1.2543 -0.2 0.1 -0.3
H 2.2148 3.3324 -3.0068 -0.1 0.2 0.1
C -4.1712 6.7653 2.0105 0.0 -0.8 0.0
O -3.6839 5.4576 1.4734 0.1 1.7 0.0
C -2.3062 5.6131 1.0792 -1.0 0.0 0.4
C -1.6935 4.2661 0.8950 1.4 -0.1 0.6
N -1.3703 3.6242 2.2124 -2.2 0.3 0.3
H -0.7576 2.8364 2.0356 0.4 -0.5 0.1
H -0.9188 4.2722 2.8798 0.4 0.1 -0.6
C -2.6087 3.1327 2.8903 -1.0 -0.4 -1.1
C -2.2401 2.4378 4.1303 1.3 -0.7 0.4
O -1.6785 3.3748 4.9918 -0.2 -0.3 0.7
C -1.5088 2.8090 6.2849 0.9 -0.4 0.4
H -4.2091 7.5001 1.2039 -0.1 -0.1 0.1
H -3.5165 7.1214 2.8125 0.2 -0.1 -0.3
H -5.1552 6.6560 2.4929 0.3 -0.4 -0.6
H -1.8065 6.1103 1.9080 0.5 0.3 -0.2
H -2.1295 6.1829 0.1442 -0.6 0.0 0.5
H -0.6934 4.4176 0.4730 -0.3 -0.1 -0.4
H -2.3013 3.5579 0.3253 0.1 0.1 0.0
H -3.1502 2.4284 2.2372 0.5 0.1 -0.2
H -3.3056 3.9598 3.0172 0.3 0.1 0.3
H -1.4229 1.7172 3.8914 -0.5 -0.2 0.0
H -3.0695 1.8620 4.5594 -0.2 0.3 0.1
H -1.1003 3.5799 6.9382 -0.1 -0.1 -0.1
H -0.8262 1.9029 6.3242 -0.4 0.9 -0.5
H -2.4586 2.4553 6.6590 -0.5 0.1 0.3
C -9.9950 0.9621 1.4491 -0.5 -0.6 0.5
C -8.7396 1.6388 0.9160 -1.2 0.1 1.3
C -7.9608 0.5842 0.2294 1.2 -0.1 -0.6
N -6.6496 1.0690 -0.3830 0.5 1.0 0.4
C -5.7214 1.6367 0.6780 -0.9 0.3 -0.1
C -6.8353 2.1572 -1.4731 0.3 -0.6 0.5
C -5.5021 2.1072 -2.2545 -0.8 0.2 0.1
C -4.8903 0.7259 -1.9607 0.2 -0.2 0.5
C -5.9205 -0.0173 -1.0738 0.4 0.1 -0.4
H -10.5315 0.4536 0.6496 -0.2 0.1 -0.1
H -10.6812 1.6482 1.9426 0.1 0.2 -0.2
H -9.7684 0.2046 2.2043 0.1 0.0 -0.1
H -8.2338 2.0454 1.7840 0.4 0.2 0.0
H -9.1217 2.4648 0.3411 0.4 0.3 -0.8
H -8.5070 0.1320 -0.5964 -0.1 0.0 0.0
H -7.6606 -0.2088 0.9281 -0.2 0.1 -0.1
H -6.1530 2.5782 1.0018 0.1 0.1 0.1
H -4.7298 1.7989 0.2716 0.0 -0.1 -0.1
H -5.6866 0.9763 1.5413 0.0 -0.2 -0.1
H -7.0503 3.1037 -0.9745 0.1 -0.2 -0.1
H -7.6922 1.8836 -2.0853 0.0 -0.2 0.1
H -4.9017 2.9728 -1.9633 0.3 -0.4 0.0
H -5.7057 2.2014 -3.3121 -0.2 0.1 -0.2
H -3.9633 0.8452 -1.3976 0.1 -0.1 0.0
H -4.6402 0.1603 -2.8580 -0.2 0.0 0.0
H -5.4626 -0.6980 -0.3439 -0.2 0.2 -0.1
H -6.6740 -0.5596 -1.6232 0.0 -0.3 -0.5
C 8.3048 -3.8160 -6.8604 -0.2 -0.3 -2.5
C 8.3765 -3.4377 -5.4386 0.3 -0.9 0.8
C 7.1727 -2.5705 -5.2761 -0.2 1.0 1.0
N 6.9652 -2.0013 -3.8558 0.9 0.2 -0.9
C 8.2165 -1.0707 -3.5351 -1.2 -0.5 0.5
C 8.0097 -0.4536 -2.1406 0.1 -1.7 -0.7
C 6.7939 0.4318 -2.1850 -0.1 -0.2 2.5
C 5.5572 -0.3738 -2.5108 0.5 -1.2 -3.0
C 5.7853 -1.0545 -3.9397 -0.3 0.5 1.6
C 6.8401 -3.2096 -2.9710 -0.3 0.6 -0.2
H 9.0219 -4.5235 -7.2518 0.6 -0.1 0.4
H 8.3668 -2.9358 -7.5071 0.1 0.0 0.0
H 7.3499 -4.2881 -7.1110 -0.1 0.1 0.2
H 9.3407 -2.9875 -5.1669 -0.4 0.1 -0.2
H 8.2686 -4.3623 -4.8601 0.1 0.2 0.1
H 6.2550 -3.1062 -5.5321 0.1 0.0 0.1
H 7.2440 -1.6898 -5.9083 0.0 0.0 -0.2
H 8.1485 -0.3246 -4.3253 0.3 0.0 0.0
H 9.1383 -1.6426 -3.6297 -0.3 -0.1 0.1
H 8.9497 -0.0352 -1.7936 -0.1 0.5 0.0
H 7.8029 -1.3083 -1.4944 0.2 0.1 0.4
H 7.0726 1.2137 -2.8428 -0.6 1.0 -1.0
H 6.6061 0.8804 -1.1973 0.4 0.1 -0.2
H 4.6347 0.1950 -2.5480 -0.1 0.2 0.0
H 5.3761 -1.2771 -1.9177 0.2 0.6 0.8
H 6.0686 -0.3486 -4.7155 -0.1 0.2 0.1
H 4.8492 -1.5124 -4.2599 0.3 -0.7 -0.1
H 6.6792 -2.9720 -1.9378 -0.1 0.4 0.4
H 7.7586 -3.7728 -3.0486 0.0 -0.1 0.0
H 5.9905 -3.7859 -3.3330 0.1 -0.1 -0.1
C -0.2111 -1.8671 5.8639 0.5 -0.6 0.2
C -0.8315 -1.7154 4.4823 0.7 0.2 0.8
C -1.9273 -2.7231 4.3775 -0.1 -0.1 -0.5
N -2.8050 -2.4409 3.2079 -0.6 -0.4 -1.0
C -2.0741 -2.5549 1.8058 -0.5 -0.8 1.2
C -3.0648 -2.3840 0.6833 -0.8 -0.2 0.1
C -4.1956 -3.4442 0.7921 -0.3 0.5 0.4
C -4.9077 -3.3678 2.1695 0.0 0.1 -1.0
C -3.9164 -3.5236 3.2711 0.2 0.5 -0.2
C -3.3764 -1.0582 3.3762 -0.1 -0.4 -0.8
H 0.7177 -1.3070 5.9578 -0.1 0.2 0.1
H 0.0563 -2.9186 6.0296 0.0 0.1 0.1
H -0.8988 -1.6042 6.6749 0.1 0.2 -0.2
H -0.1068 -1.9129 3.6907 0.2 0.1 0.0
H -1.1555 -0.6812 4.3709 -0.2 -0.1 -0.1
H -2.5676 -2.7861 5.2618 0.0 0.3 -0.1
H -1.5371 -3.7328 4.2521 0.2 0.0 -0.1
H -1.6788 -3.5809 1.8117 0.1 0.2 0.0
H -1.2709 -1.8267 1.7116 -0.1 0.0 0.5
H -2.5434 -2.4401 -0.2750 0.1 -0.2 0.1
H -3.3968 -1.3427 0.7454 -0.4 -0.1 -0.2
H -3.7533 -4.4499 0.6913 -0.1 0.3 0.0
H -4.9724 -3.3737 0.0218 0.4 0.2 -0.1
H -5.6454 -4.1620 2.1990 0.0 -0.3 0.3
H -5.5014 -2.4605 2.3428 0.2 0.0 -0.4
H -3.4178 -4.4843 3.1654 0.2 0.0 0.3
H -4.4194 -3.4499 4.2301 0.3 0.0 0.3
H -2.6720 -0.3197 2.9959 0.1 -0.1 0.1
H -3.5693 -0.9154 4.4259 -0.3 0.2 0.3
H -4.2763 -0.9929 2.7687 0.0 0.1 0.3
C 3.1218 -3.1860 4.7089 0.8 1.5 1.0
C 2.7441 -4.6083 4.4938 0.0 -0.5 0.5
C 2.6165 -4.8025 3.0323 -1.1 -1.2 -1.6
N 1.8761 -6.1106 2.5941 -0.3 0.0 0.3
C 0.4434 -6.1785 3.2786 1.7 -0.5 0.4
C -0.4521 -7.1938 2.6190 -0.5 -0.8 -0.6
C -0.5962 -6.9967 1.1179 0.5 -0.2 -1.4
C 0.7796 -7.0842 0.4266 0.9 0.5 1.4
C 1.6604 -6.0139 1.0824 0.3 0.3 0.0
C 2.7859 -7.2967 3.0456 -1.1 1.3 0.0
H 3.1459 -2.9368 5.7756 0.0 -0.1 -0.1
H 2.4220 -2.4736 4.2651 -0.2 -0.1 -0.2
H 4.1170 -2.9340 4.3393 0.1 -0.1 -0.1
H 1.8159 -4.7856 5.0326 -0.2 -0.2 -0.2
H 3.4745 -5.2923 4.9107 0.2 0.0 0.2
H 3.5604 -4.8581 2.4780 0.0 0.1 0.4
H 2.0480 -3.9700 2.6031 -0.1 -0.2 -0.1
H 0.0945 -5.1480 3.2758 -0.2 0.1 -0.2
H 0.6457 -6.4736 4.3210 -0.1 0.2 -0.4
H -1.4319 -7.3217 3.1333 0.6 0.6 -0.2
H -0.0265 -8.1979 2.6940 0.2 0.0 0.4
H -0.9830 -5.9996 0.8371 -0.4 -0.4 0.2
H -1.1524 -7.8159 0.6516 -0.6 0.4 0.4
H 0.8054 -6.9034 -0.6542 -0.4 0.0 0.2
H 1.2692 -8.0509 0.5769 -0.3 -0.1 0.0
H 1.2177 -5.0259 0.9264 -0.3 0.0 0.2
H 2.6257 -5.9151 0.6022 0.5 -0.4 0.1
H 2.7106 -7.3210 4.1380 0.1 -0.2 -0.4
H 3.7957 -7.0881 2.7295 0.3 0.2 -0.1
H 2.4635 -8.2127 2.5922 -0.4 -0.4 -0.1
C 2.5023 5.5286 0.9288 0.6 -3.0 -1.1
F 1.5220 5.9724 0.1713 0.2 0.7 0.0
F 2.6760 4.1420 0.4432 0.0 1.4 0.2
F 3.6301 6.1291 0.7862 0.3 0.5 -0.8
S 2.1247 5.3032 2.6394 0.8 3.9 4.6
O 0.7119 5.1364 2.6165 -2.3 -0.7 -0.7
O 2.8082 4.1402 3.1465 1.0 -1.7 -0.5
O 2.5782 6.4966 3.3335 -0.5 -1.2 -1.7
```
Forces are in eV/Å.

The calculation puts the highest occupied orbital energy at -19.2 eV. As for the net charge: +6. As for the maximum force: 6.06 eV/Å. The HOMO-LUMO gap comes out at 8.424 eV. The calculation puts the LUMO energy at -0.39418 Eh. The total energy comes out at -125087.89069 eV.